No. 1
C2HF6O6PS as an isolated structure, computed with ωB97M-V with the def2-TZVPD basis set.

```
17
Properties=species:S:1:pos:R:3:mulliken_charge:R:1
O 0.67 2.47 1.25 -0.606
P 0.78 1.15 0.47 0.831
O 0.14 1.51 -1.07 -0.421
O 2.45 0.78 0.42 -0.314
C 2.71 -0.51 -0.08 0.825
F 4.12 -0.67 -0.03 -0.247
F 2.36 -0.69 -1.43 -0.209
F 2.20 -1.55 0.72 -0.183
O -0.16 0.01 1.33 -0.241
S -1.20 -0.85 0.35 1.162
O -0.50 -1.37 -0.88 -0.525
O -1.60 -2.07 1.14 -0.548
C -2.80 0.03 -0.03 0.645
F -2.75 0.88 -1.12 -0.172
F -3.77 -0.94 -0.33 -0.176
F -3.31 0.77 1.05 -0.192
H 0.66 1.05 -1.77 0.371
```

HOMO level = -0.4348 Ha
2S+1 = 1
net charge = 0

No. 2
C2H3AlO2P as an isolated structure, computed with ωB97M-V with the def2-TZVPD basis set.

```
9
Properties=species:S:1:pos:R:3:mulliken_charge:R:1
H 0.12 -1.41 -2.21 0.436
O -1.65 0.28 -0.34 -0.133
C -0.37 0.19 -0.59 -0.009
H 0.15 1.04 -1.09 0.459
C 0.22 -1.03 -1.19 0.260
O 0.60 -1.81 -0.25 -0.081
Al -2.70 -0.59 0.34 1.147
P 1.01 -0.40 0.82 0.558
H 2.30 -0.11 0.32 0.363
```

HOMO level (spin up / spin down) = -0.9711 / -0.9105 Ha
2S+1 = 1
net charge = +3
relative energy (zero: lowest compared OMol25 entry of this formula, charge and spin) = 0.0 kJ/mol

No. 3
A 2-piece molecular cluster, C4H9ClF3O3PS overall, computed with ωB97M-V with the def2-TZVPD basis set.

```
22
Properties=species:S:1:pos:R:3:mulliken_charge:R:1
O -0.65 1.06 2.91 -0.309
P -1.32 -0.27 2.41 0.442
O -2.25 0.05 1.16 -0.331
S 0.68 -1.25 1.77 -0.080
C 1.83 -0.34 0.66 -0.489
C 1.16 0.88 0.07 -0.456
O 0.02 0.53 -0.69 -0.172
C 0.22 -0.51 -1.59 -0.513
C -0.92 -0.47 -2.59 0.847
F -0.66 -1.27 -3.64 -0.268
F -1.15 0.76 -3.05 -0.236
F -2.07 -0.91 -2.01 -0.274
H -1.13 1.40 3.69 0.333
H -2.21 -0.59 0.45 0.348
H 0.32 -2.24 0.95 0.205
H 2.68 -0.07 1.28 0.428
H 2.22 -1.02 -0.09 0.409
H 0.82 1.57 0.84 0.120
H 1.88 1.44 -0.54 0.244
H 0.11 -1.48 -1.09 0.060
H 1.17 -0.46 -2.12 0.419
Cl -0.75 3.18 1.20 -0.725
```

HOMO level = -0.2525 Ha
2S+1 = 1
net charge = 0

No. 4
CH10BaIN2 as an isolated structure, computed with ωB97M-V with the def2-TZVPD basis set.

```
15
Properties=species:S:1:pos:R:3:mulliken_charge:R:1
C 1.81 -2.11 -0.13 -0.618
Ba -0.56 -0.63 -0.11 -1.363
N -2.65 1.22 -0.62 0.025
N 0.86 1.67 0.23 -0.228
H -3.27 1.42 0.17 0.174
H 1.24 -1.72 -1.05 0.188
H 1.82 -3.21 -0.22 0.304
H 1.44 -1.86 0.88 0.125
H 2.84 -1.74 -0.23 0.233
H 0.53 2.33 0.95 0.161
H 0.89 2.20 -0.64 0.129
H 1.84 1.47 0.47 0.245
H -2.26 2.13 -0.90 0.138
H -3.27 0.94 -1.39 0.108
I -1.27 -2.10 2.60 -0.623
```

HOMO level = -0.0163 Ha
2S+1 = 1
net charge = -1
relative energy (zero: lowest compared OMol25 entry of this formula, charge and spin) = 0.0 kJ/mol

No. 5
C20H19KN4O as an isolated structure, computed with ωB97M-V with the def2-TZVPD basis set.

```
45
Properties=species:S:1:pos:R:3:mulliken_charge:R:1
K -0.04 -0.90 -0.61 0.976
C 3.71 0.07 2.13 -1.147
C 2.47 -0.53 1.52 0.229
N 1.91 -0.07 0.46 0.236
N 2.42 1.01 -0.15 -0.518
C 1.72 1.38 -1.24 0.260
O 0.70 0.83 -1.70 -1.088
C 2.28 2.57 -1.93 0.591
C 1.62 3.03 -3.07 -0.531
C 2.08 4.13 -3.77 -0.592
C 3.22 4.79 -3.33 -0.331
C 3.89 4.34 -2.19 -0.681
C 3.42 3.24 -1.50 -0.059
C 1.84 -1.70 2.12 0.445
C 2.36 -2.30 3.28 -0.699
C 1.72 -3.41 3.81 -0.413
C 0.58 -3.89 3.18 -0.680
C 0.14 -3.23 2.05 -0.088
N 0.74 -2.18 1.52 -0.034
H 3.98 0.92 1.51 0.207
H 4.54 -0.64 2.15 0.297
H 3.54 0.42 3.15 0.296
H 0.74 2.49 -3.39 0.349
H 1.56 4.47 -4.65 0.384
H 3.59 5.65 -3.87 0.376
H 4.77 4.86 -1.86 0.382
H 3.93 2.89 -0.62 0.373
H 3.24 -1.91 3.75 0.309
H 2.10 -3.89 4.70 0.408
H 0.05 -4.75 3.56 0.379
H -0.75 -3.57 1.52 0.373
C -6.87 -1.00 -0.47 -1.377
C -5.37 -0.99 -0.46 1.073
C -4.64 0.13 -0.12 -0.480
C -3.25 0.07 -0.13 -0.426
N -2.58 -1.02 -0.47 -0.434
C -3.28 -2.10 -0.80 -0.317
C -4.66 -2.14 -0.82 -0.509
H -7.27 -0.03 -0.17 0.357
H -7.24 -1.76 0.22 0.320
H -7.24 -1.24 -1.46 0.322
H -5.14 1.05 0.16 0.327
H -2.65 0.93 0.13 0.376
H -2.71 -2.97 -1.07 0.375
H -5.18 -3.04 -1.10 0.380
```

HOMO level = -0.2577 Ha
2S+1 = 1
net charge = 0

No. 6
C6H13N3 as an isolated structure, computed with ωB97M-V with the def2-TZVPD basis set.

```
22
Properties=species:S:1:pos:R:3:mulliken_charge:R:1
C -1.87 -1.50 0.56 -0.904
C 2.18 1.07 -0.73 -1.414
C -1.34 1.14 -0.98 -1.639
N -0.66 -0.73 0.86 -0.344
C 0.89 -0.96 0.13 0.295
C 1.00 0.27 -0.32 0.041
C -0.33 1.02 0.15 1.291
N 1.64 -2.01 0.47 -0.450
N -0.20 2.00 1.03 -1.007
H -0.52 -0.67 1.86 0.345
H 1.47 -2.43 1.37 0.212
H 2.32 -2.33 -0.22 0.219
H -0.66 2.84 0.70 0.229
H -2.76 -1.04 0.99 0.323
H -2.01 -1.57 -0.52 0.305
H -1.76 -2.52 0.93 0.311
H 2.22 2.00 -0.14 0.368
H 3.13 0.54 -0.60 0.362
H 2.08 1.36 -1.78 0.294
H -1.26 0.34 -1.73 0.376
H -1.21 2.10 -1.48 0.478
H -2.35 1.10 -0.56 0.310
```

HOMO level = -0.2684 Ha
2S+1 = 1
net charge = 0
relative energy (zero: lowest compared OMol25 entry of this formula, charge and spin) = 390.7 kJ/mol